No. 1
{"formula": "C5H7NO", "method": "ωB97M-V/def2-TZVPD", "gap_ha": 0.321, "lumo_energy_ev": 0.719, "smiles": "Cn1cccc1O", "e_homo_ev": -8.02, "de_lowest_kj_mol": 69.2, "elements": ["C", "N", "C", "C", "C", "C", "O", "H", "H", "H", "H", "H", "H", "H"], "positions_angstrom": [[1.428680, 0.033477, 1.180238], [0.429038, -0.062553, 0.140056], [0.667346, -0.233038, -1.202648], [-0.518778, -0.091958, -1.874865], [-1.531826, 0.173342, -0.909177], [-0.912151, 0.175217, 0.313303], [-1.402549, 0.409007, 1.567579], [1.700749, -0.947159, 1.585566], [1.034775, 0.653923, 1.987708], [2.323888, 0.509214, 0.773163], [1.666653, -0.443005, -1.559638], [-0.649384, -0.164909, -2.946431], [-2.583375, 0.355302, -1.082342], [-1.620823, -0.439998, 1.974369]], "atomic_forces_ev_per_a": [[0.12, -0.01, 0.10], [-0.17, 0.07, -0.05], [0.03, 0.02, -0.05], [0.04, -0.02, -0.02], [-0.05, 0.01, 0.08], [0.16, -0.04, -0.26], [-0.04, -0.15, 0.04], [-0.06, 0.11, -0.07], [0.08, -0.10, -0.10], [-0.10, -0.07, 0.08], [-0.16, 0.08, 0.04], [0.02, -0.01, 0.18], [0.15, -0.07, 0.04], [-0.03, 0.18, -0.01]]}


No. 2
{"formula": "C5H11N4O", "method": "ωB97M-V/def2-TZVPD", "gap_ha": 0.418, "charge": 1, "lumo_energy_ev": -2.740, "smiles": "CN1N=N[N+](C)(C)[C@H]2O[C@H]21", "e_homo_ev": -14.12, "de_lowest_kj_mol": 639.3, "elements": ["C", "C", "C", "C", "C", "N", "N", "N", "N", "O", "H", "H", "H", "H", "H", "H", "H", "H", "H", "H", "H"], "positions_angstrom": [[1.133171, -1.050534, 0.360164], [-0.426785, -1.115749, 0.180680], [3.207917, 0.511427, 0.168821], [-2.156995, -0.251392, -1.262858], [-1.703952, 0.745577, 0.943869], [1.023352, 1.114016, -0.400617], [-0.088557, 1.200305, -0.733310], [1.717994, 0.251820, 0.173676], [-1.084813, 0.084436, -0.225556], [0.523890, -1.680788, -0.690187], [1.605101, -1.595403, 1.134579], [-1.056131, -1.836031, 0.644853], [3.617938, -0.187471, -0.548900], [3.129244, 1.445472, -0.194578], [3.460604, 0.430111, 1.214660], [-3.024259, 0.391583, -1.186017], [-1.669434, 0.029120, -2.226291], [-2.488236, -1.308221, -0.939967], [-2.108465, 1.697017, 0.604135], [-2.575129, 0.169433, 1.315112], [-1.036454, 0.955273, 1.667722]], "atomic_forces_ev_per_a": [[-2.75, 1.42, 1.23], [3.62, -0.45, 0.64], [-2.51, -3.19, 0.97], [0.80, -0.39, 0.35], [-3.37, -0.35, -1.92], [3.10, 2.44, -0.84], [-4.50, 1.14, -1.74], [0.99, -3.21, 1.07], [-1.25, -0.28, 0.24], [-0.23, -0.15, -1.67], [0.45, -0.84, 0.42], [-0.37, -0.38, 0.66], [0.66, -0.03, 0.27], [1.08, 3.44, -1.04], [0.96, 0.01, -0.08], [0.05, 0.32, 0.44], [-0.54, -1.33, 0.40], [0.60, 1.48, -1.53], [0.07, -0.01, -0.22], [0.70, 0.04, -0.13], [2.44, 0.30, 2.48]]}


No. 3
{"formula": "C3H7NO2", "method": "ωB97M-V/def2-TZVPD", "gap_ha": 0.361, "lumo_energy_ev": 0.613, "e_homo_ev": -9.22, "de_lowest_kj_mol": 390.9, "elements": ["C", "C", "C", "N", "O", "O", "H", "H", "H", "H", "H", "H", "H"], "positions_angstrom": [[0.499514, 1.431265, 0.224641], [-0.238499, 0.366619, 0.964365], [0.093861, -1.545095, -0.595597], [-0.349940, -0.915500, 0.651402], [-0.831966, 1.757361, -0.162608], [1.054683, 1.166400, -0.993912], [-0.087746, 1.442984, -1.287543], [1.025176, 2.161054, 0.850737], [-0.656336, 0.646402, 1.925812], [-1.101015, -1.407283, 1.119656], [-0.683456, -1.465816, -1.359504], [0.989029, -1.040608, -0.947432], [0.286695, -2.597784, -0.390017]], "atomic_forces_ev_per_a": [[-0.75, -0.12, 0.14], [0.79, 0.16, -0.28], [0.10, 0.04, 0.14], [-0.55, 0.18, -0.21], [-0.45, 0.01, 1.03], [-1.21, 0.26, -0.56], [2.02, -0.64, 0.05], [-0.01, -0.03, -0.10], [-0.10, 0.06, -0.21], [0.15, 0.08, -0.02], [0.07, 0.05, 0.04], [-0.07, -0.11, 0.01], [0.03, 0.06, -0.03]]}


No. 4
{"formula": "C23H47N5O4PPtS", "method": "ωB97M-V/def2-TZVPD", "gap_ha": [0.146, 0.155], "charge": 3, "lumo_energy_ev": [-13.449, -13.269], "e_homo_ev": [-17.43, -17.49], "de_lowest_kj_mol": 29.2, "elements": ["Pt", "C", "N", "C", "C", "N", "N", "C", "N", "N", "H", "H", "H", "H", "H", "H", "H", "H", "H", "H", "H", "C", "S", "O", "O", "O", "H", "H", "H", "O", "P", "C", "C", "C", "C", "C", "C", "C", "C", "C", "C", "C", "C", "C", "C", "C", "C", "C", "C", "H", "H", "H", "H", "H", "H", "H", "H", "H", "H", "H", "H", "H", "H", "H", "H", "H", "H", "H", "H", "H", "H", "H", "H", "H", "H", "H", "H", "H", "H", "H", "H", "H"], "positions_angstrom": [[-0.462193, -1.222663, -1.896205], [-4.234326, 0.828170, 0.060362], [-4.494836, -0.056296, -1.081294], [-5.906653, -0.228643, -1.455729], [-3.510718, -0.693637, -1.686444], [-2.239481, -0.341457, -1.541145], [-3.843700, -1.741808, -2.493247], [-2.965487, -2.478215, -3.229547], [-3.479301, -3.227424, -4.188576], [-1.685922, -2.455768, -2.952604], [-5.074758, 0.754477, 0.746921], [-4.133839, 1.868606, -0.249658], [-3.343551, 0.504738, 0.596287], [-6.446645, 0.669876, -1.170124], [-6.357166, -1.074753, -0.932150], [-6.025466, -0.338680, -2.533120], [-2.111976, 0.554986, -1.081394], [-4.820897, -1.994753, -2.535081], [-4.467267, -3.255892, -4.392909], [-2.892164, -3.808862, -4.770141], [-1.083238, -2.983442, -3.575141], [2.692219, -0.188157, -3.301210], [2.022790, -1.770815, -2.910383], [2.966382, -2.790697, -3.131093], [1.524058, -1.717266, -1.462603], [0.694388, -1.844544, -3.624301], [3.740056, -0.169501, -3.009416], [2.104655, 0.571329, -2.786851], [2.604027, -0.075321, -4.382468], [0.624041, 0.466696, -0.541535], [0.848432, 0.698480, 0.971715], [2.512144, 0.148457, 1.675765], [3.665027, 1.087158, 1.313522], [4.244086, 0.734034, -0.050306], [4.968142, -0.620886, 0.016601], [4.338525, -1.539244, 1.071887], [2.838026, -1.288319, 1.262520], [-0.537010, -0.125786, 1.872306], [-0.955125, -1.478405, 1.336512], [-0.337877, -2.703222, 1.995199], [-0.409590, -2.607467, 3.526116], [0.224554, -1.309683, 4.019757], [-0.470661, -0.095068, 3.413015], [0.752756, 2.502348, 1.360160], [-0.694130, 3.026899, 1.316572], [-1.295817, 2.950750, -0.084845], [-0.377865, 3.587700, -1.152095], [0.820461, 4.283772, -0.515497], [1.631162, 3.338597, 0.381000], [2.310004, 0.215435, 2.750643], [4.445631, 0.935095, 2.065796], [3.388512, 2.132915, 1.384237], [4.907107, 1.518508, -0.412308], [3.405480, 0.659814, -0.757756], [6.019772, -0.460556, 0.255040], [4.964623, -1.112190, -0.961209], [4.825647, -1.372487, 2.036810], [4.500232, -2.586530, 0.820748], [2.443608, -1.996542, 1.989552], [2.381501, -1.518165, 0.297143], [-1.330763, 0.567358, 1.566486], [-0.737467, -1.509535, 0.229763], [-2.044106, -1.552246, 1.439027], [0.700552, -2.824141, 1.687442], [-0.872194, -3.592876, 1.657682], [0.097089, -3.466850, 3.963628], [-1.455322, -2.651829, 3.844172], [1.294647, -1.311694, 3.798874], [0.132911, -1.249874, 5.105100], [-0.007084, 0.831539, 3.758556], [-1.503242, -0.085973, 3.773700], [1.126567, 2.581189, 2.384909], [-0.645082, 4.075526, 1.613491], [-1.332538, 2.540239, 2.055757], [-2.273174, 3.435325, -0.077782], [-1.446132, 1.895854, -0.338913], [-0.933551, 4.294998, -1.766278], [-0.003188, 2.814907, -1.831400], [0.461329, 5.131678, 0.070954], [1.473870, 4.695479, -1.283251], [2.349074, 3.934602, 0.943314], [2.197412, 2.680633, -0.283029]], "atomic_forces_ev_per_a": [[-0.06, 0.83, 0.52], [-0.02, 0.17, 0.09], [0.16, -0.02, 0.04], [-0.17, -0.12, -0.03], [-0.27, 0.05, 0.29], [1.11, 0.00, 0.02], [-0.23, -0.03, -0.05], [-0.18, 0.16, 0.05], [0.28, -0.21, -0.08], [1.30, -0.08, 0.27], [-0.03, -0.04, -0.04], [0.02, -0.03, -0.06], [0.00, 0.01, -0.03], [0.05, 0.03, 0.00], [0.04, -0.01, 0.02], [0.05, 0.05, -0.01], [0.14, 0.07, -0.13], [0.01, -0.01, -0.04], [-0.02, 0.06, 0.04], [-0.01, -0.06, 0.04], [-0.14, -0.06, -0.09], [-0.27, -0.08, -0.18], [2.46, 0.71, 0.34], [-0.44, -0.29, -0.27], [-1.52, -0.60, -0.65], [-1.46, 0.60, 0.71], [-0.02, -0.07, 0.12], [0.05, 0.02, 0.03], [0.06, -0.02, -0.02], [-0.82, -0.98, -1.40], [0.84, 0.31, 1.18], [-0.61, 0.03, -0.57], [0.26, 0.08, 0.11], [-0.19, -0.18, -0.08], [-0.04, 0.01, -0.04], [0.09, 0.22, 0.37], [0.29, -0.29, -0.12], [-0.17, 0.33, -0.41], [0.05, -0.42, 0.33], [0.06, -0.12, 0.02], [0.05, 0.17, -0.12], [-0.13, -0.11, 0.02], [0.28, -0.05, 0.09], [-0.51, -0.32, -0.42], [0.10, 0.14, 0.11], [0.08, 0.18, -0.02], [0.17, -0.11, -0.10], [-0.26, 0.04, 0.27], [-0.06, 0.07, -0.42], [-0.04, 0.02, -0.01], [-0.06, 0.05, 0.04], [0.03, -0.01, 0.07], [0.00, 0.01, 0.00], [0.04, 0.14, -0.02], [0.00, -0.02, 0.02], [-0.04, 0.03, -0.02], [0.06, -0.08, -0.04], [0.00, -0.01, 0.03], [0.00, 0.01, -0.03], [-0.14, -0.04, 0.18], [0.01, 0.05, 0.06], [-0.23, -0.18, 0.06], [-0.03, 0.01, -0.28], [-0.03, 0.00, -0.01], [0.03, -0.01, -0.03], [-0.05, -0.03, -0.01], [0.01, -0.01, 0.04], [-0.01, 0.00, 0.00], [0.05, 0.02, 0.00], [-0.05, 0.03, 0.00], [0.00, 0.09, -0.02], [0.07, -0.04, -0.02], [-0.10, -0.03, 0.09], [0.02, 0.01, 0.03], [-0.01, -0.02, 0.01], [-0.08, 0.04, 0.06], [-0.02, 0.00, 0.02], [-0.04, -0.03, 0.01], [0.10, 0.06, -0.04], [0.01, 0.00, 0.01], [0.05, -0.11, 0.05], [0.08, 0.02, 0.05]]}


Which formula does entry 2 have?
C5H11N4O